Entry 1:
DFT (the ωB97M-V functional and the def2-TZVPD basis) results for an isolated molecule of C4H7Br.

Last column: Mulliken charge in e.
CARTESIAN COORDINATES (ANGSTROEM)
C  -0.0698  0.8915  -1.6692  -0.623
C  -0.1240  0.2966  -0.4865  0.981
C  1.1114  -0.3198  0.0979  -1.220
C  -1.3628  0.1664  0.3389  -1.203
Br  -1.5558  1.6979  -2.5351  -0.201
H  0.8310  0.9676  -2.2559  0.351
H  1.3450  0.1503  1.0521  0.314
H  0.9428  -1.3797  0.2825  0.296
H  1.9662  -0.2101  -0.5638  0.340
H  -1.7339  -0.8579  0.2884  0.284
H  -2.1483  0.8319  -0.0091  0.386
H  -1.1458  0.3897  1.3822  0.294

The value obtained for the largest force on an atom is 0.16 eV Å⁻¹. The calculation puts the LUMO energy at 1.03 eV. Its relative energy (zero: lowest compared OMol25 entry of this formula, charge and spin) is 0.73 kcal per mole. As for the orbital gap: 10.051 eV. As for the HOMO energy: -0.33143 Eh. As for the SMILES: CC(C)=CBr.

=====

Entry 2:
DFT (the ωB97M-V functional and the def2-TZVPD basis) results for a cluster of 2 separate species, C4H7Br in total in a non-equilibrium geometry.

Last column: Mulliken charge in e.
CARTESIAN COORDINATES (ANGSTROEM)
C  -0.1345  -1.3056  0.0500  -0.424
C  0.0403  0.1429  0.4668  -0.059
C  -0.8871  -0.2249  -0.5975  -0.327
C  1.3577  0.9673  0.1003  -1.081
Br  -3.5237  0.0279  0.2927  -0.393
H  0.5596  -1.6005  -0.8381  0.202
H  -0.6354  -1.9027  0.7144  0.298
H  -0.3028  0.3755  1.3955  0.435
H  -1.1747  -0.0524  -1.6155  0.455
H  2.0290  0.4820  -0.6687  0.272
H  1.7892  1.2758  1.0668  0.316
H  0.8823  1.8147  -0.3668  0.308

The value obtained for the largest force on an atom is 4.50 eV Å⁻¹. The calculation puts the LUMO energy at -1.49 eV. Its relative energy (zero: lowest compared OMol25 entry of this formula, charge and spin) is 77.14 kcal per mole. As for the orbital gap: 7.680 eV. As for the HOMO energy: -0.33694 Eh.

=====

Entry 3:
DFT (the ωB97M-V functional and the def2-TZVPD basis) results for an isolated molecule of C4H7Br in a non-equilibrium geometry.

Last column: Mulliken charge in e.
CARTESIAN COORDINATES (ANGSTROEM)
C  -0.8478  0.9627  -0.4644  -0.517
C  -0.2735  -0.4107  -0.4948  -0.253
C  -1.9417  0.6689  0.6842  -0.506
C  1.0769  -0.6666  0.0534  -1.066
Br  -3.4408  -0.0862  -0.0615  -0.128
H  -0.0700  1.6713  -0.0130  0.240
H  -1.2899  1.2974  -1.3229  0.374
H  -0.9727  -1.0581  -0.8823  0.468
H  -1.5945  0.2820  1.5636  0.464
H  1.4665  -1.6535  0.0024  0.361
H  1.2396  -0.5075  1.1463  0.284
H  1.8275  0.0870  -0.3152  0.279

The value obtained for the largest force on an atom is 5.19 eV Å⁻¹. The calculation puts the LUMO energy (spin up / spin down) at 0.53 / 0.20 eV. Its relative energy (zero: lowest compared OMol25 entry of this formula, charge and spin) is 80.95 kcal per mole. As for the orbital gap (spin up / spin down): 8.495 / 7.885 eV. As for the HOMO energy (spin up / spin down): -0.29272 / -0.28246 Eh.

=====

Entry 4:
DFT (the ωB97M-V functional and the def2-TZVPD basis) results for a structure of composition C4H7Br2NO3 in a non-equilibrium geometry.

Last column: Mulliken charge in e.
CARTESIAN COORDINATES (ANGSTROEM)
C  0.3435  0.9584  1.5170  -1.547
C  -1.3351  0.6136  -1.4728  -1.326
C  0.3794  -0.3528  0.6172  0.793
C  -0.8369  -0.5381  -0.6698  0.010
N  1.6914  -0.1511  -0.0993  0.937
O  1.7584  0.8279  -0.8220  -0.561
O  2.4708  -1.0698  -0.0545  -0.641
O  0.3651  -1.4275  1.3898  -0.411
Br  -2.2720  -1.4784  0.3083  -0.042
Br  -0.1900  -1.8040  -2.0103  -0.023
H  -0.6457  1.1956  1.7430  0.382
H  0.7747  1.7800  0.9794  0.455
H  0.7488  0.7897  2.4583  0.390
H  -2.1062  0.2450  -2.1291  0.486
H  -1.7680  1.3350  -0.8599  0.386
H  -0.5617  0.9715  -2.2023  0.322
H  1.1834  -1.8952  1.3069  0.391

The value obtained for the largest force on an atom is 3.34 eV Å⁻¹. The calculation puts the LUMO energy at -0.27 eV. Its relative energy (zero: lowest compared OMol25 entry of this formula, charge and spin) is 0.00 kcal per mole. As for the orbital gap: 9.890 eV. As for the HOMO energy: -0.37334 Eh.

=====

Entry 5:
DFT (the ωB97M-V functional and the def2-TZVPD basis) results for the ion C4H7BrN with charge +1 in a non-equilibrium geometry.

Last column: Mulliken charge in e.
CARTESIAN COORDINATES (ANGSTROEM)
C  -0.6105  -2.0942  0.3497  -0.427
C  0.4448  0.5244  -1.4841  -0.126
C  -0.9214  -0.8859  -0.0354  0.074
C  -0.2115  1.3654  0.5882  -0.871
N  -0.2329  0.3387  -0.3644  0.108
Br  -3.0917  0.0102  -0.1443  -0.072
H  -1.4206  -2.8669  0.4008  0.266
H  0.4172  -2.5050  0.3127  0.303
H  0.7930  1.4865  -1.5503  0.313
H  0.6965  -0.1522  -2.2394  0.305
H  -0.9560  1.0846  1.2645  0.358
H  -0.4817  2.3531  0.2417  0.428
H  0.8197  1.3964  1.1223  0.340

The value obtained for the largest force on an atom is 5.29 eV Å⁻¹. The calculation puts the LUMO energy at -6.28 eV. Its relative energy (zero: lowest compared OMol25 entry of this formula, charge and spin) is 52.25 kcal per mole. Its charge is +1. As for the orbital gap: 8.226 eV. As for the HOMO energy: -0.53304 Eh. As for the SMILES: C=C(Br)[N+](=C)C.

=====

Entry 6:
DFT (the ωB97M-V functional and the def2-TZVPD basis) results for a structure of composition C4H7BrN2 in a non-equilibrium geometry.

Last column: Mulliken charge in e.
CARTESIAN COORDINATES (ANGSTROEM)
C  1.2352  0.3401  0.2987  0.346
C  -0.9502  0.5211  -1.0428  -1.217
C  -0.4788  -1.3113  0.6635  -1.506
C  -0.2618  0.1680  0.3434  0.281
N  1.8292  1.4193  1.0885  -0.126
N  1.7844  2.1151  0.0598  -0.245
Br  2.4075  -0.7933  -0.6226  -0.084
H  -0.6093  -0.1129  -1.8644  0.297
H  -0.8866  1.5542  -1.1966  0.394
H  -2.0572  0.3261  -1.0490  0.364
H  -1.4846  -1.4357  0.9324  0.406
H  0.1661  -1.7433  1.4659  0.342
H  -0.0768  -1.7347  -0.2288  0.410
H  -0.6169  0.6874  1.1520  0.339

The value obtained for the largest force on an atom is 5.28 eV Å⁻¹. The calculation puts the LUMO energy at 0.42 eV. Its relative energy (zero: lowest compared OMol25 entry of this formula, charge and spin) is 58.97 kcal per mole. As for the orbital gap: 8.912 eV. As for the HOMO energy: -0.31225 Eh.

=====

Entry 7:
DFT (the ωB97M-V functional and the def2-TZVPD basis) results for the ion C4H7BrN2P with charge +1 in a non-equilibrium geometry.

Last column: Mulliken charge in e.
CARTESIAN COORDINATES (ANGSTROEM)
C  1.6533  -1.4681  -0.0056  0.279
C  2.2307  -0.1694  0.1523  -0.109
C  0.0923  0.7365  -0.1954  0.124
C  -2.7023  0.5598  -0.2865  -0.806
N  1.3408  0.8702  0.0198  0.034
N  0.3603  -1.5672  0.0070  -0.522
P  -1.2978  1.5263  0.3700  0.110
Br  4.1515  0.1924  -0.0257  -0.067
H  2.4895  -2.2577  -0.1711  0.323
H  -2.8807  -0.3941  0.3845  0.298
H  -2.4893  0.2665  -1.2629  0.322
H  -3.6683  1.1893  -0.3286  0.339
H  1.6668  1.7965  -0.2617  0.318
H  0.1594  -2.5320  -0.0291  0.266
H  -1.1063  1.2508  1.6329  0.092

The value obtained for the largest force on an atom is 3.71 eV Å⁻¹. The calculation puts the LUMO energy at -5.57 eV. Its relative energy (zero: lowest compared OMol25 entry of this formula, charge and spin) is 115.30 kcal per mole. Its charge is +1. As for the orbital gap: 7.081 eV. As for the HOMO energy: -0.46498 Eh. As for the SMILES: [H]/N=C/C(Br)=[NH+]\C#[PH]C.

=====

Entry 8:
DFT (the ωB97M-V functional and the def2-TZVPD basis) results for a cluster of 2 separate species, C4H7BrO in total in a non-equilibrium geometry.

Last column: Mulliken charge in e.
CARTESIAN COORDINATES (ANGSTROEM)
C  -0.6211  1.4715  -0.5247  -0.218
C  0.0607  1.4123  0.6869  0.013
C  2.1372  -1.8518  0.9891  -0.623
C  2.2823  -0.9783  -0.1780  -0.173
O  -0.5889  0.3317  0.2276  -0.353
Br  3.6305  0.3615  -0.1209  -0.094
H  -1.6054  1.9100  -0.6297  0.248
H  -0.0118  1.5912  -1.4829  0.205
H  -0.4055  1.9016  1.5375  0.235
H  1.0885  -1.6729  1.3473  0.246
H  2.9030  -1.8362  1.7294  0.358
H  2.1625  -2.7141  0.3599  0.301
H  1.1893  1.2644  0.7432  -0.145

The value obtained for the largest force on an atom is 5.44 eV Å⁻¹. The calculation puts the LUMO energy at -0.37 eV. Its relative energy (zero: lowest compared OMol25 entry of this formula, charge and spin) is 123.97 kcal per mole. As for the orbital gap: 8.225 eV. As for the HOMO energy: -0.31579 Eh.

=====

Entry 9:
DFT (the ωB97M-V functional and the def2-TZVPD basis) results for a cluster of 2 separate species, C4H7BrO3 in total in a non-equilibrium geometry.

Last column: Mulliken charge in e.
CARTESIAN COORDINATES (ANGSTROEM)
C  -0.9948  -1.3390  0.9395  -0.084
C  -0.6214  -0.1557  -1.3228  -1.164
C  1.0065  0.6608  1.2169  -0.206
C  -1.3185  -0.2820  -0.0242  0.632
O  0.0340  -1.9659  0.8726  -0.510
O  1.6577  1.3705  0.2068  -0.508
O  -0.3244  0.8078  1.2516  -0.470
Br  -3.0085  0.4979  0.1184  -0.037
H  -1.7014  -1.4309  1.7799  0.386
H  0.3917  -0.5518  -1.2444  0.309
H  -1.1644  -0.7400  -2.0684  0.373
H  -0.5869  0.8795  -1.6593  0.360
H  1.3080  -0.4039  1.0969  0.270
H  1.3699  0.9716  2.2168  0.324
H  1.3630  2.2910  0.2414  0.324

The value obtained for the largest force on an atom is 3.26 eV Å⁻¹. The calculation puts the LUMO energy at -0.57 eV. Its relative energy (zero: lowest compared OMol25 entry of this formula, charge and spin) is 58.74 kcal per mole. As for the orbital gap: 9.248 eV. As for the HOMO energy: -0.36088 Eh.

=====

Entry 10:
DFT (the ωB97M-V functional and the def2-TZVPD basis) results for a cluster of 2 separate species, C4H7BrS2 in total in a non-equilibrium geometry.

Last column: Mulliken charge in e.
CARTESIAN COORDINATES (ANGSTROEM)
C  3.0323  -0.8837  -0.0037  0.114
C  -1.9799  0.1080  0.8001  -1.088
C  -0.2840  0.7170  -1.0200  -0.963
C  -0.5118  -0.0868  0.2724  0.172
S  2.9423  -2.4030  -0.1704  -0.168
S  0.8521  0.3534  1.4026  -0.118
Br  4.1349  0.5266  -0.3163  0.078
H  -2.5923  -0.5331  0.1331  0.352
H  -2.1297  -0.3780  1.7999  0.319
H  -2.3689  1.1946  0.8912  0.279
H  0.8570  0.7036  -1.2300  0.225
H  -0.5603  1.7231  -0.8917  0.308
H  -1.0242  0.1141  -1.6498  0.302
H  -0.3675  -1.1559  -0.0173  0.187

The value obtained for the largest force on an atom is 2.80 eV Å⁻¹. The calculation puts the LUMO energy (spin up / spin down) at -0.98 / -1.33 eV. Its relative energy (zero: lowest compared OMol25 entry of this formula, charge and spin) is 57.58 kcal per mole. As for the orbital gap (spin up / spin down): 7.572 / 6.772 eV. As for the HOMO energy (spin up / spin down): -0.31441 / -0.29779 Eh.